{"formula": "C19H20BrI2IrN3O4P", "method": "wB97M-V/def2-TZVPD", "charge": 3, "e_above_lowest_kcal_mol": 0.0, "homo_energy_ha": [-0.5842, -0.6213], "multiplicity": 6, "e_lumo_ev": [-9.8, -11.4], "orbital_gap_ev": [6.078, 5.515], "symbols": ["Ir", "Br", "C", "C", "C", "C", "C", "C", "N", "N", "C", "C", "C", "C", "O", "C", "N", "C", "C", "C", "C", "H", "H", "H", "H", "H", "H", "H", "H", "H", "I", "C", "I", "H", "H", "C", "O", "P", "O", "C", "O", "C", "H", "H", "H", "H", "H", "H", "H", "H", "H"], "xyz": [[-2.2605, 2.4334, 1.3989], [4.2341, -7.9294, -3.9725], [3.2190, -6.6309, -3.1839], [3.2106, -6.5169, -1.7719], [2.4492, -5.5593, -1.1746], [1.6917, -4.6729, -1.9912], [1.7097, -4.7782, -3.4054], [2.4503, -5.7611, -3.9910], [0.9918, -3.6611, -1.4359], [0.5647, -3.4989, -0.2942], [-0.1460, -2.5019, 0.2369], [-0.3705, -2.6320, 1.6469], [-1.0113, -1.6817, 2.3629], [-1.4457, -0.4707, 1.7153], [-2.0148, 0.4394, 2.3420], [-1.2281, -0.3273, 0.2615], [-1.6653, 0.8206, -0.2656], [-1.5598, 1.0015, -1.5753], [-1.0278, 0.0286, -2.4181], [-0.5724, -1.1560, -1.8805], [-0.6461, -1.3483, -0.4959], [3.8126, -7.1913, -1.1784], [2.4154, -5.4603, -0.0983], [1.1132, -4.1028, -4.0030], [2.4564, -5.8821, -5.0651], [-0.0195, -3.5364, 2.1265], [-1.2102, -1.7967, 3.4193], [-1.9202, 1.9419, -1.9721], [-0.9883, 0.2083, -3.4830], [-0.1893, -1.9278, -2.5322], [-4.4489, 3.6183, 0.1631], [-5.2099, 4.0903, 2.0944], [-3.7907, 3.5149, 3.5665], [-6.1217, 3.5236, 2.2444], [-5.3747, 5.1606, 2.1496], [0.2788, 4.3307, 3.5291], [0.4569, 4.4041, 2.0944], [-0.0998, 3.3364, 1.0818], [0.8142, 2.0482, 1.1628], [2.2678, 2.1560, 1.0591], [0.2535, 3.9696, -0.3074], [0.1067, 5.3772, -0.6542], [0.9873, 5.0318, 3.9570], [0.4906, 3.3251, 3.8914], [-0.7343, 4.6332, 3.7853], [2.6814, 1.3820, 1.6972], [2.6060, 3.1332, 1.3959], [2.5532, 1.9998, 0.0226], [0.7000, 5.5243, -1.5497], [0.4814, 5.9991, 0.1534], [-0.9402, 5.5921, -0.8589]], "lowdin_charge": [0.65, 1.03, -0.64, -0.06, 0.04, -0.19, 0.04, -0.06, 0.18, 0.19, -0.13, 0.05, 0.07, -0.29, -0.09, -0.15, 0.01, -0.07, 0.02, 0.05, -0.05, 0.13, 0.13, 0.13, 0.13, 0.14, 0.15, 0.13, 0.13, 0.11, 0.95, -1.03, 0.97, -0.01, -0.01, -0.05, -0.29, 0.51, -0.32, -0.03, -0.28, -0.03, 0.11, 0.10, 0.05, 0.10, 0.10, 0.10, 0.10, 0.09, 0.09]}

{"formula": "C19H20Cl2FN5NiO6", "method": "wB97M-V/def2-TZVPD", "charge": 0, "e_above_lowest_kcal_mol": 11.9, "homo_energy_ha": [-0.3005, -0.3205], "multiplicity": 3, "e_lumo_ev": [-1.0, -1.0], "orbital_gap_ev": [7.156, 7.693], "symbols": ["Ni", "N", "C", "C", "C", "C", "C", "C", "C", "H", "H", "H", "H", "F", "C", "C", "N", "C", "C", "O", "O", "C", "O", "N", "C", "O", "H", "H", "H", "H", "Cl", "C", "Cl", "C", "O", "O", "H", "N", "C", "C", "N", "C", "C", "H", "H", "H", "H", "H", "H", "H", "H", "H", "H", "H"], "xyz": [[-0.1814, -1.7095, -0.6839], [7.0873, -1.9209, -1.9670], [5.9537, -1.9976, -1.7776], [4.5316, -2.0738, -1.5448], [4.0326, -2.2286, -0.2520], [2.6598, -2.2555, -0.0387], [1.7391, -2.1253, -1.0817], [2.2745, -1.9975, -2.3720], [3.6416, -1.9737, -2.6138], [4.7265, -2.3224, 0.5765], [2.3002, -2.3769, 0.9779], [1.6070, -1.9215, -3.2291], [4.0293, -1.8746, -3.6233], [1.2968, 1.6474, 4.7161], [0.1093, 1.2100, 4.2883], [-0.0919, -0.0795, 4.0298], [-1.3099, -0.5773, 3.6020], [-1.3648, -1.9057, 2.9855], [-0.6822, -1.9409, 1.6198], [-0.6948, -2.9910, 0.9404], [-0.1480, -0.8640, 1.2006], [-2.3646, 0.2772, 3.3342], [-3.4237, -0.0949, 2.8614], [-2.1220, 1.5996, 3.6437], [-0.9335, 2.1955, 4.0722], [-0.8428, 3.3940, 4.2198], [0.7087, -0.7980, 4.1486], [-2.4071, -2.1639, 2.8389], [-0.9134, -2.6424, 3.6456], [-2.8857, 2.2272, 3.4546], [-4.9638, -1.9001, -0.0274], [-4.3327, -0.2628, -0.1714], [-5.1658, 0.6271, -1.4895], [-2.8212, -0.2082, -0.4577], [-2.3074, 0.9283, -0.3390], [-2.2431, -1.2717, -0.8071], [-4.5370, 0.2548, 0.7496], [0.0144, 3.0062, -2.4548], [0.5471, 2.5962, -1.0968], [1.0891, 1.1780, -1.2098], [0.0238, 0.2796, -1.6507], [-0.4729, 0.6456, -2.9775], [-1.0508, 2.0564, -2.9670], [0.7896, 3.0135, -3.1122], [-0.3621, 3.9473, -2.4101], [-0.2949, 2.6133, -0.4089], [1.2984, 3.3193, -0.7902], [1.4512, 0.8514, -0.2352], [1.9273, 1.1277, -1.9108], [-0.7637, 0.4619, -1.0140], [-1.2565, -0.0457, -3.2824], [0.3475, 0.5679, -3.6973], [-1.8773, 2.1004, -2.2623], [-1.3715, 2.3983, -3.9494]], "lowdin_charge": [0.72, 0.14, -0.20, -0.26, -0.04, -0.11, -0.19, -0.14, -0.06, 0.11, 0.09, 0.08, 0.11, 0.09, -0.19, 0.05, 0.01, -0.01, -0.61, 0.00, -0.04, -0.45, 0.08, 0.23, -0.40, 0.10, 0.16, 0.13, 0.14, 0.17, 0.63, -1.00, 0.57, -0.73, -0.06, -0.08, 0.04, 0.07, -0.07, -0.16, -0.10, -0.16, -0.08, 0.17, 0.18, 0.13, 0.13, 0.13, 0.13, 0.04, 0.13, 0.13, 0.12, 0.13]}

{"formula": "C19H20ClF4N2O4PS2", "method": "wB97M-V/def2-TZVPD", "charge": 0, "homo_energy_ha": -0.3268, "e_lumo_ev": -0.4, "orbital_gap_ev": 8.528, "symbols": ["C", "S", "O", "O", "C", "C", "C", "C", "C", "C", "C", "C", "C", "Cl", "N", "C", "C", "C", "P", "N", "C", "C", "O", "O", "C", "C", "F", "F", "C", "F", "F", "C", "S", "H", "H", "H", "H", "H", "H", "H", "H", "H", "H", "H", "H", "H", "H", "H", "H", "H", "H", "H", "H"], "xyz": [[3.5927, 3.6314, 1.7666], [4.3477, 2.2068, 1.0415], [5.4594, 2.6239, 0.2380], [4.6075, 1.2905, 2.1239], [3.0906, 1.4521, 0.0268], [1.8423, 2.0651, -0.0486], [0.8554, 1.4602, -0.8070], [1.0869, 0.2711, -1.4898], [2.3317, -0.3268, -1.4097], [3.3490, 0.2551, -0.6526], [4.7008, -0.4392, -0.5754], [4.5951, -1.9548, -0.4044], [3.7436, -2.3833, 0.7926], [4.7218, -3.0002, 2.1528], [0.0345, -0.3321, -2.2537], [-1.1652, -0.4534, -1.4684], [-1.7869, -1.6818, -1.4035], [-2.9620, -1.8211, -0.6680], [-3.6720, -3.4950, -0.6815], [-4.8295, -3.6899, -1.7222], [-3.5226, -0.7272, 0.0121], [-4.7989, -0.9357, 0.7959], [-5.9773, -0.4426, 0.1508], [-5.8296, -0.4632, -1.2606], [-2.8811, 0.5229, -0.0370], [-3.3804, 1.7683, 0.6560], [-4.6474, 1.6819, 1.0848], [-3.3562, 2.8124, -0.2031], [-2.5118, 2.1163, 1.8884], [-2.9244, 1.3351, 2.9076], [-2.6911, 3.3994, 2.2285], [-1.6937, 0.6404, -0.7834], [-0.7740, 2.1604, -0.9383], [3.4066, 4.3982, 1.0211], [2.6614, 3.3719, 2.2552], [4.2915, 3.9866, 2.5127], [1.5948, 2.9750, 0.4689], [2.5259, -1.2477, -1.9304], [5.2389, -0.0395, 0.2744], [5.2841, -0.2335, -1.4699], [5.5992, -2.3288, -0.2354], [4.2069, -2.4345, -1.2963], [3.0833, -3.1927, 0.5032], [3.1205, -1.5879, 1.1852], [-0.1749, 0.3097, -3.0188], [-1.3674, -2.5329, -1.9139], [-4.1085, -3.8056, 0.6207], [-2.5757, -4.3659, -0.8605], [-5.0005, -2.8260, -2.2217], [-4.7377, -0.4012, 1.7358], [-4.9599, -1.9786, 1.0438], [-5.5887, 0.4517, -1.4631], [-1.4544, 1.9348, 1.7300]], "lowdin_charge": [-0.15, 0.64, -0.29, -0.31, -0.20, -0.06, -0.42, -0.25, 0.06, -0.18, -0.14, -0.25, -0.58, 0.55, 0.06, -0.25, -0.01, -0.27, 0.72, -0.29, -0.12, -0.14, -0.12, -0.02, -0.06, -0.46, 0.14, 0.08, -0.32, 0.10, 0.11, -0.33, 1.11, 0.08, 0.07, 0.08, 0.09, 0.13, 0.09, 0.13, 0.10, 0.10, 0.07, 0.07, 0.14, 0.11, 0.00, 0.00, -0.04, 0.12, 0.09, 0.10, 0.14]}

{"formula": "C19H20CrI3N8O3", "method": "wB97M-V/def2-TZVPD", "charge": 2, "e_above_lowest_kcal_mol": 51.8, "homo_energy_ha": [-0.4492, -0.4501], "multiplicity": 4, "e_lumo_ev": [-7.2, -6.9], "orbital_gap_ev": [4.975, 5.328], "symbols": ["Cr", "I", "C", "C", "C", "I", "C", "O", "C", "C", "N", "C", "C", "C", "C", "C", "C", "N", "C", "H", "H", "H", "H", "H", "H", "H", "H", "H", "H", "H", "N", "N", "C", "N", "N", "N", "O", "O", "H", "H", "H", "H", "H", "I", "C", "C", "C", "C", "C", "N", "H", "H", "H", "H"], "xyz": [[8.9749, 10.4564, 7.0008], [13.3633, 6.8938, 12.0441], [12.0651, 8.1431, 11.0297], [10.8013, 8.4349, 11.5906], [9.9263, 9.2695, 10.9100], [8.3769, 10.0523, 11.9225], [10.1628, 9.7678, 9.5476], [9.2572, 10.3928, 8.9422], [11.5313, 9.5542, 9.0667], [12.1503, 10.4033, 7.8971], [11.2470, 10.3944, 6.6713], [11.5144, 11.5479, 5.7247], [10.7813, 12.7503, 6.2850], [11.2235, 14.0831, 6.2760], [10.4850, 15.0886, 6.8520], [9.3912, 14.7186, 7.6373], [9.0276, 13.3531, 7.6874], [9.6639, 12.4011, 7.0008], [12.3824, 8.7660, 9.8364], [10.5609, 7.9617, 12.5456], [13.0910, 9.9569, 7.5879], [12.3126, 11.4258, 8.2516], [11.5746, 9.6356, 6.0527], [11.0141, 11.3194, 4.7482], [12.6164, 11.7977, 5.5348], [12.0379, 14.3343, 5.5489], [10.8953, 16.1563, 6.8260], [9.0081, 15.5478, 8.2515], [8.1804, 13.0303, 8.2809], [13.4147, 8.5696, 9.4561], [8.7052, 10.8253, 4.9205], [7.4439, 10.5708, 4.4567], [6.4184, 10.7001, 5.2910], [5.1925, 10.3906, 4.9487], [6.7547, 11.2009, 6.4884], [5.7231, 11.4420, 7.3967], [4.4661, 11.3807, 7.0643], [6.0695, 11.7206, 8.5445], [8.8718, 11.8343, 4.7790], [9.5003, 10.3538, 4.4187], [7.4025, 9.7263, 3.8653], [4.9284, 10.3975, 3.9552], [4.5416, 10.8154, 5.7098], [6.3784, 8.0878, 8.3814], [8.2684, 7.6159, 7.5649], [8.6889, 6.2689, 7.6642], [9.6374, 5.7340, 6.7630], [10.1545, 6.6065, 5.7884], [9.6649, 7.8931, 5.7603], [8.8352, 8.4602, 6.7062], [8.2782, 5.7567, 8.5455], [9.9959, 4.6906, 6.8693], [10.8528, 6.3487, 4.9813], [9.9791, 8.5193, 4.9334]], "lowdin_charge": [0.88, 0.94, -0.77, -0.23, -0.71, 1.03, -0.45, -0.23, -0.12, -0.06, -0.07, -0.11, -0.24, 0.00, -0.03, 0.01, -0.06, -0.03, -0.15, 0.09, 0.13, 0.14, 0.12, 0.11, 0.17, 0.15, 0.16, 0.14, 0.11, 0.11, -0.03, 0.04, -0.44, 0.23, 0.11, -0.34, 0.04, 0.08, 0.14, 0.12, 0.19, 0.16, 0.09, 1.10, -0.71, -0.07, 0.02, -0.02, -0.13, -0.11, 0.12, 0.14, 0.13, 0.09]}

Number 4 is which compound?
C19H20CrI3N8O3